The following is a DFT calculation (ωB97M-V with the def2-TZVPD basis set) of 12 unconnected molecules or ions with the total composition C21H12Cl44N2OS in a non-equilibrium geometry.

Each line ends with the Löwdin charge.
CARTESIAN COORDINATES (ANGSTROEM)
1 Cl 5.039 0.973 -3.280  0.51
2 Cl 4.797 -1.187 -8.503  0.48
3 Cl -7.506 0.696 -5.418  0.52
4 Cl 2.797 -0.008 -10.257  0.52
5 Cl -1.667 1.798 9.861  0.49
6 Cl -6.910 -1.265 -3.353  0.51
7 Cl 2.620 -0.631 -3.077  0.52
8 Cl -5.585 -11.956 0.670  0.52
9 Cl -5.711 -0.731 2.031  0.56
10 Cl 4.540 10.141 4.496  0.51
11 Cl 7.154 1.419 -6.208  0.48
12 Cl 1.599 5.559 6.709  0.50
13 Cl -7.342 -9.643 0.834  0.52
14 Cl -4.974 1.432 0.230  0.54
15 Cl 2.028 9.575 5.850  0.50
16 Cl 5.535 0.976 -10.304  0.51
17 Cl 5.214 -1.835 -2.538  0.53
18 Cl 4.510 8.433 6.851  0.51
19 Cl 4.491 -1.090 -5.257  0.48
20 Cl 8.601 2.649 -8.412  0.50
21 Cl 0.209 -1.904 -5.606  0.52
22 Cl -5.777 -10.113 -1.573  0.51
23 Cl -4.990 0.835 -3.962  0.50
24 Cl 1.138 3.411 4.802  0.61
25 Cl 8.780 -0.222 -7.975  0.51
26 Cl -0.857 -5.990 -1.521  0.49
27 Cl -2.830 -6.522 -3.592  0.51
28 Cl -1.206 3.946 11.768  0.51
29 Cl -0.788 -0.360 -3.351  0.54
30 Cl -0.917 5.421 5.254  0.52
31 Cl -2.628 -1.939 -4.959  0.49
32 Cl -0.321 3.460 7.319  0.49
33 Cl 10.055 1.614 -6.113  0.51
34 Cl -2.741 -8.185 -1.207  0.47
35 Cl -5.451 -1.314 -5.870  0.48
36 Cl 3.375 7.479 4.348  0.49
37 Cl -0.615 -8.365 -3.185  0.52
38 Cl -3.721 3.808 10.313  0.51
39 Cl -6.674 1.968 2.530  0.52
40 Cl -0.720 -3.265 -3.208  0.49
41 Cl -7.711 0.447 0.277  0.51
42 Cl -3.126 1.846 12.378  0.51
43 Cl -4.455 -9.283 0.882  0.48
44 Cl 3.835 1.513 -8.004  0.50
45 S 4.710 3.839 0.566  0.85
46 O -2.366 -1.155 2.072  -0.28
47 N 4.049 3.524 2.189  -0.29
48 N 4.019 2.602 -0.498  -0.29
49 C 0.375 4.463 6.021  -1.96
50 C -5.790 -10.249 0.203  -2.00
51 C -1.761 -7.265 -2.376  -1.99
52 C 4.241 0.324 -9.267  -2.00
53 C -2.430 2.849 11.080  -2.01
54 C 1.375 -0.214 1.411  -0.12
55 C 1.402 0.271 2.983  0.00
56 C 3.163 2.301 2.103  -0.22
57 C -6.214 -0.262 -4.651  -2.00
58 C 3.184 1.832 0.517  -0.25
59 C -2.288 -1.033 0.609  -0.23
60 C 8.648 1.365 -7.177  -2.01
61 C 2.350 1.583 3.338  -0.13
62 C 2.242 0.530 0.190  0.03
63 C -2.421 0.151 2.746  -0.14
64 C 0.427 -1.491 0.892  -0.16
65 C -6.267 0.779 1.267  -1.98
66 C 3.613 8.907 5.386  -2.02
67 C -0.784 -0.794 0.004  -0.19
68 C 4.341 -0.646 -3.538  -1.97
69 C -0.982 -1.867 -4.281  -1.97
70 H -2.584 1.070 2.037  0.09
71 H 1.115 -2.216 0.258  0.12
72 H -3.036 -0.167 0.300  0.05
73 H -0.604 0.383 -0.077  0.12
74 H -0.688 -1.184 -1.121  0.01
75 H 2.166 0.127 -0.926  0.01
76 H 0.744 -0.308 3.786  0.11
77 H -1.436 0.366 3.386  0.08
78 H 2.375 1.942 4.470  -0.01
79 H -2.710 -2.014 0.080  0.14
80 H -3.307 0.195 3.545  0.09
81 H 0.039 -2.128 1.803  0.12

As for the charge: 0. The calculation puts the frontier orbital gap at 6.62 eV. Its structure (SMILES) is COCCCc1ccc2nsnc2c1.ClC(Cl)(Cl)Cl.ClC(Cl)(Cl)Cl.ClC(Cl)(Cl)Cl.ClC(Cl)(Cl)Cl.ClC(Cl)(Cl)Cl.ClC(Cl)(Cl)Cl.ClC(Cl)(Cl)Cl.ClC(Cl)(Cl)Cl.ClC(Cl)(Cl)Cl.ClC(Cl)(Cl)Cl.ClC(Cl)(Cl)Cl. The calculation puts the HOMO energy at -8.21 eV.